Entry from the Open Molecules 2025 dataset: a molecular structure, C30H47As3HfN6OS3 at a distorted geometry (ωB97M-V/def2-TZVPD).

Geometry as XYZ:
```
91
Properties=species:S:1:pos:R:3:forces:R:3
H -1.02150 3.07698 -3.51857 0.0 0.0 -0.1
H -0.57599 -6.52323 3.08309 0.0 0.1 0.0
C 2.49776 -2.68367 -2.24109 0.1 0.0 -0.1
S 1.67583 -2.34363 2.13345 0.5 0.0 -0.1
H 5.90532 0.81413 -3.08815 0.0 0.0 0.0
H -2.25835 2.36989 -2.45775 -0.1 0.0 0.0
C 0.23633 -2.50702 -0.73382 -0.2 0.0 0.0
H -0.80001 -1.59318 3.41714 -0.1 0.1 0.0
H 1.96177 -1.63421 4.36139 0.1 0.0 0.0
H 4.42238 2.37576 -1.66299 0.1 0.0 0.0
C -1.23100 2.72012 -2.51550 0.0 0.1 0.3
H 3.77673 -0.49562 -3.84101 0.0 0.0 -0.1
H -4.52781 0.96549 2.23356 0.0 0.0 0.0
H 6.90206 0.90493 -4.54684 0.0 0.0 0.0
H -2.51899 -5.45198 4.16993 0.1 0.1 0.0
H 2.86676 4.39245 -1.96486 -0.1 0.0 0.0
H -1.05385 0.28816 4.39185 0.1 -0.1 0.0
C 3.56529 1.72792 -1.83426 -0.3 -0.1 -0.1
As -0.08095 1.21656 -2.11040 -0.1 0.4 -0.6
C -0.93569 -0.10501 -3.24311 -0.1 -0.3 0.3
As 4.56644 1.60019 -5.17554 0.0 0.0 -0.1
H 6.48014 2.38724 -3.69627 0.0 0.0 0.0
C 0.69439 2.34219 2.59714 -0.1 0.3 0.2
H 1.94297 -4.72583 -2.62774 0.0 0.1 0.1
C -0.99009 -2.37792 0.04750 0.3 -0.4 -0.4
C 3.42650 2.80763 -4.08387 0.0 0.0 0.0
H 4.32683 -0.91694 0.01544 0.0 0.0 0.0
C 2.58549 -2.18635 3.65618 0.1 0.0 0.1
H -1.90136 -0.38334 -2.82381 0.0 0.0 0.0
S 0.47946 3.04269 1.01902 0.1 0.0 -0.2
H 4.12551 3.60577 -3.81218 0.0 0.0 0.0
H 4.57936 0.03492 1.48721 0.0 0.0 0.0
H -0.31579 -0.99506 -3.34014 0.0 0.0 0.0
C 0.43043 1.62508 5.14023 0.0 0.0 0.2
C -2.94514 -0.00091 1.40331 -0.1 -0.2 -0.3
S -2.35346 1.40956 0.60017 0.5 -0.1 -0.1
H 3.52116 -1.66378 3.45528 -0.1 0.0 0.0
H -2.64046 -2.98479 4.35631 0.0 0.0 -0.1
H 2.73996 3.25652 -4.80552 0.0 0.0 0.0
C 1.47212 1.48983 -3.26980 0.2 0.0 0.3
C 3.73676 2.83436 0.86775 -0.2 0.0 0.3
C 4.47169 0.08971 0.40437 -0.3 -0.3 0.2
C 2.05790 3.70673 -2.23066 0.1 0.0 -0.2
C 0.39267 -4.66833 2.63366 0.2 0.0 -0.1
N 1.54883 2.87400 3.47115 -0.1 -0.1 0.1
As 2.97603 1.27714 -0.00181 0.4 0.3 -0.3
H 2.72998 -0.63817 -1.67543 0.0 0.0 0.0
H 3.40613 -2.70366 -2.83101 -0.1 0.0 0.0
H -1.08643 0.34149 -4.21995 0.0 0.1 -0.1
C 0.53962 -3.70574 -1.35595 0.0 -0.2 -0.1
N -4.00578 0.10691 2.20989 -0.2 0.1 0.0
C 1.47024 2.47965 4.74226 0.0 0.1 -0.2
H -0.13568 -4.54566 -1.24405 0.1 0.0 0.0
C -0.62953 -5.44405 3.15512 0.0 -0.1 0.0
H 1.24843 -5.13446 2.14993 -0.1 0.1 0.0
H 5.37523 0.51753 -0.01345 0.2 0.1 -0.1
H 2.08638 3.20957 6.66512 0.0 0.0 0.0
C 2.12099 -1.52241 -1.59103 -0.1 0.0 0.1
H 1.85090 0.49263 -3.48034 0.0 -0.1 -0.1
N -0.09757 1.27832 2.84672 0.3 0.4 -0.3
C -0.28236 1.00792 4.14949 -0.2 -0.4 -0.1
C 0.30524 -3.28487 2.75363 -0.1 0.1 -0.1
H 1.47483 3.51417 -1.32946 0.0 0.0 0.1
Hf 0.15469 0.52837 0.56776 0.3 -0.6 1.1
N 1.01774 -1.41570 -0.84376 -0.2 0.2 0.0
C 3.81657 -0.19740 -4.89183 0.0 -0.1 0.0
N -1.30400 -1.24722 0.53904 -0.5 0.4 0.1
C 1.68812 -3.79961 -2.12473 0.0 -0.1 0.0
H 4.48119 -0.88413 -5.41657 0.0 0.0 0.0
H -1.65504 -3.22410 0.17535 0.0 -0.1 0.0
H 2.82836 -0.28052 -5.34410 0.0 0.0 0.0
H 2.78311 -3.19595 4.02142 0.0 0.1 0.0
H -4.45795 -0.74047 2.51631 0.0 0.0 0.0
H 3.04048 3.81690 5.28686 0.0 0.0 0.0
C -1.72203 -4.83758 3.76766 0.0 0.0 0.0
H 3.56553 2.78971 1.93990 0.0 0.0 0.1
C -1.79315 -3.45350 3.87052 0.0 0.0 0.0
C -0.77067 -2.66778 3.35932 0.0 -0.1 0.2
H -1.09851 3.52727 -1.79894 0.0 0.0 0.0
C 6.11228 1.40083 -3.98343 0.1 0.0 0.0
H 3.94822 0.80660 -2.26791 0.1 0.0 0.0
C 2.61867 2.41047 -2.83145 0.0 0.2 0.2
O 1.25932 -0.88775 1.87174 -0.5 0.1 0.1
H 3.24224 2.15327 5.86141 0.0 0.0 0.0
H 1.03113 1.86522 -4.19005 -0.1 0.1 -0.2
H 4.80308 2.84478 0.66243 0.1 0.0 -0.1
C 2.51865 2.95654 5.69639 -0.1 0.0 0.0
H 1.41363 4.22073 -2.95006 0.0 0.0 0.0
N -2.45899 -1.21962 1.25242 0.1 0.0 0.3
H 0.22549 1.41687 6.18381 0.1 0.0 -0.1
H 3.27109 3.73935 0.49491 0.0 0.0 -0.1
```
Forces are in eV/Å.

Calculated values
LUMO energy, eV: -6.28
HOMO level, eV: -12.67
HOMO-LUMO gap, eV: 6.4
Net charge: +2

***

Entry from the Open Molecules 2025 dataset: a molecular structure, C30H47BCoO2P2 at a distorted geometry (ωB97M-V/def2-TZVPD).

Geometry as XYZ:
```
83
Properties=species:S:1:pos:R:3:forces:R:3
P 1.03304 -0.75516 -0.06866 -1.0 -0.7 -0.4
C -1.26880 -2.07792 3.29170 -0.1 -0.2 0.2
C -2.98019 -4.15635 -0.68475 -0.2 2.1 -0.4
H 3.25458 -1.61571 -0.53889 -0.1 0.0 0.1
H 4.27770 2.13588 -3.47569 -0.1 -0.3 0.1
C -1.14174 -1.03242 2.20214 0.1 0.8 -1.3
C -2.21808 1.05992 1.85086 1.9 0.6 1.4
H 0.72619 -1.83135 -2.20379 -0.1 0.2 0.2
C 3.53827 1.32704 -3.39795 -0.6 0.5 -1.1
H -1.65177 -1.61574 4.20358 0.0 -0.1 0.2
C -1.75198 2.70926 -1.61857 0.3 1.4 -0.1
H -0.71195 3.48754 2.14994 0.0 -0.2 0.1
H 4.40781 2.85921 0.34661 -0.2 0.0 -0.3
O -1.78544 -2.06381 -0.11912 1.1 0.8 0.0
H 1.60614 -0.31257 -2.39204 -0.8 -0.3 0.3
C 4.07167 1.19814 -0.93567 0.9 -1.6 -2.6
C -3.28974 2.06914 1.87923 -0.6 0.8 -0.3
H -3.85218 -3.61256 -1.08776 0.4 -0.5 0.3
C 1.87467 3.03004 -1.36859 0.7 2.6 -1.8
C 3.25345 3.57447 -1.38908 0.6 0.8 0.4
C -1.82650 -6.13979 0.00435 0.3 -0.6 0.0
C -0.41289 2.63774 2.77154 0.5 0.1 -0.1
C -0.76523 -4.03799 0.32725 -2.0 -0.1 -0.3
H -4.33475 -0.64310 2.81612 0.1 0.1 0.0
H -4.10974 1.78280 1.20888 0.2 0.2 0.1
C 0.97211 -0.05044 3.36825 1.1 -0.4 0.7
O -0.04591 -3.15189 1.03544 1.0 1.6 -0.3
H 1.59610 -0.93488 3.12808 -0.5 0.3 0.1
H -1.30567 -0.88738 -2.70839 0.0 -0.1 0.0
C 1.33473 2.35134 -2.46209 -1.4 0.0 0.0
H 1.33270 1.48490 1.27488 0.8 -1.5 0.4
H -3.47272 0.37678 -2.31383 -0.1 0.0 0.4
H -4.35826 -0.62822 1.06894 -0.1 0.1 -0.1
B -0.58555 -1.77609 0.76124 -1.2 -1.5 0.6
H 0.67095 2.69512 2.97312 -0.5 0.1 0.0
C 4.31538 2.65568 -0.73406 0.5 0.5 0.2
H 3.59743 -0.48146 -2.18552 0.1 0.6 0.3
Co 1.02872 1.81296 -0.38055 -2.4 -2.0 -0.7
H -2.02321 2.87976 -2.67192 0.0 -0.1 0.2
H 2.20059 2.78441 -4.34633 0.1 -0.4 0.2
H 2.72350 0.26702 1.40770 0.0 -0.2 0.8
C 2.12292 1.90352 -3.67477 0.1 0.2 0.0
H 2.15041 -2.92932 -0.03103 0.1 0.6 0.0
H 5.31707 2.91153 -1.14312 -0.4 -0.1 0.2
H 1.52929 1.17243 -4.24642 0.1 0.1 0.3
H -0.38419 0.49866 -3.29190 0.0 -0.2 -0.2
C 1.92973 0.59862 0.76406 -0.3 1.1 1.6
C 0.71211 -0.76129 -1.91639 0.8 -0.4 -0.5
C -1.87171 -3.41871 -0.29700 0.8 -0.6 1.0
H -3.69069 -2.02822 1.92718 0.0 0.2 -0.1
H 1.16539 3.45192 -0.52377 0.4 0.9 -0.8
H -1.79436 -7.23086 0.10048 -0.1 0.5 0.0
C -0.58824 -0.12212 -2.41832 -0.1 0.5 0.0
C -3.13228 0.38686 -1.26113 -0.9 -0.5 -0.2
H -2.91607 3.06719 1.60672 -0.2 -0.3 0.0
H 0.25836 2.37364 -2.70058 0.8 0.4 0.2
C -3.76644 -0.93821 1.92521 -0.3 -0.6 0.0
C -2.45375 -0.30062 1.91774 1.8 -1.1 0.4
H -0.92066 3.40736 -1.35738 -0.4 -0.6 -0.4
H 4.45947 0.52005 -0.17613 -0.3 0.1 0.1
H -1.99220 -2.84009 2.98584 0.3 -0.1 0.1
H -0.30928 -2.56234 3.50734 -0.3 0.0 -0.1
H 0.14251 -5.84718 0.92275 -0.2 -0.2 0.0
C 3.64875 0.61655 -2.10327 1.9 0.1 1.6
H 0.61854 -0.19025 4.40688 0.1 -0.1 -0.3
H 1.64626 0.81316 3.38741 -0.3 -0.1 0.0
H -2.57500 3.10340 -0.98757 0.1 -0.6 -0.3
H 2.58624 1.12986 0.04177 0.2 -0.1 -0.3
H -0.95604 2.67154 3.71646 0.2 0.6 0.3
C -0.82921 1.31418 2.24987 -2.1 -0.2 -0.2
H -3.18336 -0.63282 -0.84208 0.0 0.5 -0.4
C 2.43842 -1.87412 0.14422 0.6 -1.4 -0.3
H -3.75908 2.17521 2.88302 0.5 -0.2 -0.4
C -0.71589 -5.40731 0.42750 0.3 0.0 0.2
C -2.95738 -5.51356 -0.49870 -0.2 -1.4 -0.4
P -1.41031 0.97169 -1.15901 0.0 -0.1 1.2
H 3.23487 4.54951 -0.84181 0.3 -0.6 -0.6
H 3.76608 0.62558 -4.22082 0.0 0.3 0.4
H -3.82723 -6.11899 -0.78135 0.4 0.3 0.1
H -3.80464 1.03395 -0.66751 0.4 -0.2 -0.5
H 3.54143 3.74993 -2.44024 -0.1 0.2 0.6
H 2.85151 -1.81764 1.16670 -0.4 0.0 -0.4
C -0.20476 0.11302 2.51252 -1.7 -0.6 0.7
```
Forces are in eV/Å.

Calculated values
⟨S²⟩: 6.04
LUMO energy (alpha / beta), eV: -2.65 / -5.28
HOMO level (alpha / beta), eV: -6.70 / -9.82
Spin multiplicity: 5
HOMO-LUMO gap (alpha / beta), eV: 4.1 / 4.5
Net charge: +1